{"formula": "C9H8FO4", "method": "wB97M-V/def2-TZVPD", "elements": ["F", "O", "O", "O", "O", "C", "C", "C", "C", "C", "C", "C", "C", "C", "H", "H", "H", "H", "H", "H", "H", "H"], "xyz": [[-1.300260, -1.153492, 1.618009], [-3.230859, -0.698090, -0.047440], [-0.904207, 1.744839, -1.056606], [-2.774957, 1.798818, 0.213349], [-1.798954, -0.761896, -1.882949], [-1.927684, -0.349067, -0.504843], [-0.810708, -1.046075, 0.331471], [3.112693, 0.513005, 0.279136], [-1.823661, 1.245670, -0.384142], [1.091348, -0.131127, -0.845484], [2.456458, 0.368480, 1.521514], [0.469729, -0.329007, 0.413957], [2.393704, 0.225546, -0.871061], [1.078317, -0.029033, 1.579025], [0.392504, -0.138926, -1.682085], [2.719120, 0.690676, -1.768529], [-2.675746, -0.772276, -2.227684], [3.018548, 0.359059, 2.410981], [-0.730176, -1.989542, -0.101873], [4.133475, 0.920103, 0.125104], [0.681975, -0.529926, 2.427152], [-3.570655, 0.062261, 0.452988]], "forces_ev_per_angstrom": [[-0.357, -0.520, 0.566], [0.985, -1.173, -0.544], [-0.090, 0.153, 0.547], [0.234, -0.259, 0.448], [1.164, -0.181, 1.541], [-1.191, 1.467, 0.227], [-1.931, 1.867, 0.506], [-0.239, 0.158, 1.472], [-0.437, -0.047, -1.459], [-1.457, -0.125, 1.140], [-0.434, -0.518, -1.731], [0.315, -0.436, -2.458], [-0.213, 1.672, -0.540], [2.726, -0.833, -0.366], [0.776, -0.218, -0.186], [0.811, -0.371, -1.056], [-1.100, 0.146, -0.298], [0.567, 0.496, 1.091], [0.452, -1.988, -0.446], [-0.667, -0.464, 0.654], [-0.367, 0.574, 1.129], [0.454, 0.601, -0.237]], "total_energy_ha": -748.62756, "charge": -1, "smiles": "O=C([O-])C(O)(O)[C@H](F)c1ccccc1"}